(1)
Below is a cluster of 3 separate species, C17H24N4O7 in total, with properties calculated with ωB97M-V/def2-TZVPD.

Properties
HOMO-LUMO gap, hartree: 0.281
Charge: 0
SMILES: CCCOCc1ccc2nccnc2c1COC(C)=O.C[N+](=O)[O-].C[N+](=O)[O-]
2S+1: 1
HOMO energy, eV: -8.476

Last column: Löwdin charge in e.
Atoms and positions in Å:
C (4.84641, -0.68949, 2.07492)  -0.137
C (4.37223, 0.63174, 1.28070)  -0.195
C (3.25732, 0.20177, 0.16149)  -0.206
O (1.97938, 0.85511, 0.35084)  -0.187
C (1.30234, 0.38563, 1.54344)  -0.180
C (0.06045, 1.40383, 1.76925)  -0.051
C (0.08626, 2.50495, 2.90186)  -0.002
C (-1.13457, 3.43964, 2.99965)  -0.003
C (-2.39645, 3.37130, 2.03836)  -0.176
N (-3.43130, 4.34228, 2.27182)  0.065
C (-4.44980, 4.15563, 1.29056)  -0.092
C (-4.48999, 3.06907, 0.17939)  -0.074
N (-3.45163, 2.11062, -0.00107)  0.076
C (-2.38546, 2.27101, 0.95132)  -0.114
C (-1.15637, 1.27504, 0.81381)  -0.012
C (-1.20441, 0.16322, -0.34231)  -0.143
O (-2.41175, -0.64273, -0.34698)  -0.063
C (-2.39034, -1.64531, 0.65475)  -0.395
C (-3.72710, -2.56351, 0.74394)  0.009
O (-1.43058, -1.89975, 1.42823)  0.029
H (5.99177, -0.74603, 2.00172)  0.069
H (4.44131, -1.67280, 1.61950)  0.070
H (4.51041, -0.70769, 3.18328)  0.076
H (3.82989, 1.30855, 2.03875)  0.097
H (5.22188, 1.25220, 0.84098)  0.107
H (3.67767, 0.60979, -0.83890)  0.096
H (3.19428, -0.93669, 0.02449)  0.123
H (1.92844, 0.44790, 2.49909)  0.115
H (0.94235, -0.70560, 1.45018)  0.126
H (0.98490, 2.61415, 3.59523)  0.098
H (-1.10328, 4.26751, 3.80415)  0.099
H (-5.33920, 4.89187, 1.32803)  0.105
H (-5.37553, 3.04630, -0.54750)  0.106
H (-1.20862, 0.74990, -1.34156)  0.147
H (-0.29458, -0.52400, -0.37034)  0.123
H (-3.81801, -3.06410, -0.30307)  0.074
H (-3.68546, -3.31761, 1.59571)  0.094
H (-4.61145, -1.82456, 0.82279)  0.096
C (3.40761, 1.82126, -4.33943)  0.045
N (4.73362, 1.67244, -3.68459)  -0.436
O (4.78805, 0.98189, -2.67822)  0.043
O (5.67218, 2.25329, -4.20297)  0.068
H (2.67084, 1.25401, -3.77313)  0.095
H (3.15954, 2.88203, -4.34150)  0.103
H (3.49688, 1.43360, -5.35371)  0.101
C (-2.15508, -6.11780, -2.14316)  0.042
N (-3.44883, -5.43487, -2.40571)  -0.440
O (-3.73583, -5.20524, -3.56898)  0.069
O (-4.13086, -5.15348, -1.43230)  0.042
H (-1.65833, -6.30573, -3.09336)  0.095
H (-1.55548, -5.45665, -1.51817)  0.101
H (-2.37576, -7.05387, -1.63123)  0.102

(2)
Below is an isolated molecule of C3H7NO, with properties calculated with ωB97M-V/def2-TZVPD.

Properties
HOMO-LUMO gap, hartree: 0.401
Charge: 0
SMILES: [H]/N=C(\C)OC
2S+1: 1
HOMO energy, eV: -9.842

Last column: Löwdin charge in e.
Atoms and positions in Å:
H (-0.96080, 1.87596, 0.58116)  0.049
N (-0.23472, 1.20697, 0.51358)  0.137
C (-0.41785, 0.02773, 0.10349)  -0.505
C (-1.62207, -0.56386, -0.59153)  -0.001
O (0.64958, -0.79643, 0.16970)  -0.083
C (1.86786, -0.07312, 0.36642)  -0.094
H (-1.95805, 0.24821, -1.23856)  0.080
H (-2.44880, -0.79903, 0.08390)  0.080
H (-1.38536, -1.46101, -1.17733)  0.083
H (1.96654, 0.64788, -0.45211)  0.089
H (1.87604, 0.49559, 1.30031)  0.080
H (2.66763, -0.80889, 0.34096)  0.085

(3)
Below is a cluster of 2 separate species, C7H15Cl2N2OP in total, with properties calculated with ωB97M-V/def2-TZVPD.

Properties
HOMO-LUMO gap (spin up / spin down), hartree: 0.262 / 0.300
Charge: 0
2S+1: 1
HOMO energy (spin up / spin down), eV: -8.057 / -8.642

Last column: Löwdin charge in e.
Atoms and positions in Å:
C (1.12780, -1.02792, -0.60118)  -0.177
C (3.03286, -0.90729, 0.27198)  -1.130
C (0.72072, -2.36709, -0.75906)  -0.172
C (0.09321, -0.53507, 2.34573)  -0.177
C (-1.15870, 1.47872, 1.77602)  -0.133
C (-1.67575, -0.30853, -1.47355)  -0.125
C (-0.79013, 1.96820, -2.04209)  -0.109
N (-0.55020, 0.19525, 1.32161)  -0.320
N (-0.68779, 0.71861, -1.30157)  -0.354
O (1.39531, 1.66269, 0.01225)  -0.336
P (0.47808, 0.51266, -0.13885)  0.538
Cl (4.00626, 0.39995, -0.30673)  0.579
Cl (3.82241, -2.29165, 0.51597)  0.668
H (-0.12890, -2.62517, -0.06830)  0.108
H (1.55917, -3.13943, -0.74554)  0.090
H (0.16201, -2.37788, -1.61173)  0.039
H (-0.57799, -0.92633, 3.15698)  0.102
H (0.72292, -1.26262, 1.88579)  0.036
H (0.87451, 0.12282, 2.83003)  0.097
H (-0.40483, 1.99617, 2.41780)  0.083
H (-1.70897, 2.04646, 0.95310)  0.088
H (-2.09514, 1.35911, 2.44364)  0.092
H (-1.46130, -0.82396, -2.36513)  0.069
H (-1.64828, -0.99292, -0.59601)  0.073
H (-2.67058, 0.16619, -1.26680)  0.108
H (-0.00214, 2.08062, -2.79495)  0.073
H (-1.81290, 1.99645, -2.50699)  0.091
H (-0.62167, 2.88195, -1.35243)  0.099

ΔE to the lowest compared entry with this formula, charge and spin across the listed records, respectively: 355.3, 29.8, 122.9 kcal per mole.
E_tot across the listed records, respectively: -1407.43699, -248.47907, -1722.01218 hartree.
Largest force on an atom across the listed records, respectively: 0.1186, 0.0246, 0.1269 Eh/bohr.